Below is 2 unconnected molecules or ions with the total composition C14H25N2O11, with properties calculated with ωB97M-V/def2-TZVPD.

Computed properties:
- Kohn-Sham gap: 7.6 eV
- Total charge: -1

```
52
Properties=species:S:1:pos:R:3:forces:R:3:nbo_charge:R:1
O -3.1959 -2.0528 -6.5898 -0.056 -0.342 0.131 -0.674
O 0.2024 0.4030 -1.0099 -0.714 -0.255 -0.462 -0.749
O 3.6797 -0.3873 0.4459 -0.744 0.131 0.789 -0.627
O -4.4877 -0.6838 -2.5739 0.360 -0.320 -0.208 -0.642
O 0.5662 -1.6314 -0.2653 -0.079 -1.388 0.383 -0.785
O 1.7985 -0.7303 1.7065 2.587 1.662 0.882 -0.724
O 1.9853 3.6919 7.5055 0.069 0.005 0.134 -0.752
O 5.0850 0.6372 2.4833 -0.961 -0.042 -0.198 -0.736
O 1.5821 2.7177 5.0338 0.078 -0.133 0.014 -0.731
O 3.3815 -0.9215 4.3042 -0.290 0.349 -0.225 -0.762
O 4.5977 0.7330 5.7711 -0.237 0.042 -0.194 -0.737
C -2.8554 -0.8881 -6.4176 -0.225 -0.469 -0.837 0.680
C -0.0882 -0.8106 -0.9518 0.534 1.607 0.096 0.778
C 3.0085 -0.1731 1.4477 -0.003 -1.092 -0.798 0.769
C -3.9938 -1.3763 -3.4613 -0.487 1.383 0.661 0.659
N -4.7069 -2.3096 -4.1029 0.020 -1.180 -0.659 -0.617
N -2.5534 -0.3826 -5.2262 -0.057 0.224 0.918 -0.587
C -2.7531 0.0573 -7.5887 0.066 -0.048 0.060 -0.704
C -6.1027 -2.6245 -3.8120 0.500 0.489 0.166 -0.410
C 3.0773 3.0027 6.8708 0.470 -0.125 0.352 -0.083
C -1.3011 -1.3314 -1.7432 0.009 0.142 -0.509 -0.509
C 3.6417 0.7405 2.5141 0.079 -0.537 0.298 -0.014
C 2.5315 2.0118 5.8414 -0.338 0.838 0.509 0.066
C 3.0884 0.4424 3.9225 -0.218 -0.018 -1.030 0.053
C 3.6533 1.4396 4.9637 0.035 -1.008 0.316 0.075
C -1.6141 -0.4628 -2.9720 -0.358 -0.222 0.182 -0.393
C -2.5570 -1.1508 -3.9751 0.487 -0.165 0.253 -0.132
H 1.4151 -1.0961 0.8443 -0.793 -0.453 -1.103 0.526
H 2.3217 4.3113 8.1755 -0.067 -0.472 -0.523 0.475
H 5.3384 0.3426 1.5841 -0.555 0.117 0.441 0.497
H 1.0199 3.2497 5.6289 0.473 -0.383 -0.273 0.488
H 2.9422 -1.5217 3.6670 0.218 0.620 0.376 0.508
H 4.5753 -0.1864 5.4194 0.144 0.617 0.419 0.504
H -4.2684 -2.7392 -4.9103 -0.069 0.123 0.078 0.427
H -2.2934 0.5878 -5.1630 0.010 0.004 0.082 0.403
H -2.9874 -0.4854 -8.5026 0.005 0.053 0.111 0.236
H -1.7382 0.4464 -7.6434 0.009 0.193 -0.095 0.225
H -3.4588 0.8738 -7.4501 0.038 0.169 -0.096 0.224
H -6.2359 -2.7323 -2.7338 -0.029 0.034 -0.102 0.215
H -6.7376 -1.8091 -4.1618 -0.182 -0.056 0.072 0.193
H -6.3908 -3.5514 -4.3078 0.156 0.089 -0.012 0.199
H 3.6722 2.4661 7.6174 -0.048 -0.014 -0.092 0.180
H 3.7332 3.7262 6.3749 -0.072 -0.001 -0.123 0.161
H -1.0893 -2.3481 -2.0841 0.035 -0.087 0.179 0.198
H -2.1764 -1.3701 -1.0914 0.080 -0.038 0.086 0.226
H 3.3473 1.7599 2.2460 -0.098 0.087 0.038 0.194
H 2.0342 1.1893 6.3672 0.011 -0.096 -0.014 0.165
H 1.9989 0.5620 3.8757 0.216 0.058 -0.118 0.215
H 4.1527 2.2708 4.4534 -0.025 -0.087 -0.019 0.177
H -2.0373 0.4921 -2.6558 0.050 0.000 -0.012 0.228
H -0.6734 -0.2636 -3.4896 -0.039 0.072 -0.047 0.215
H -2.1342 -2.1346 -4.1814 0.006 -0.077 -0.276 0.212
```
Positions in Å, forces in eV/Å.